# 1
This record from the Open Molecules 2025 dataset describes a cluster of 3 separate species, C28H59BI2N6O11P3S2 in total at a distorted geometry. The level of theory is ωB97M-V with the def2-TZVPD basis set.

Results
HOMO level in eV: -10.43
Frontier orbital gap in eV: 7.887
Energy relative to the best compared isomer or geometry (same formula, charge and spin) in kcal per mole: 0.0
Charge: +1

The geometry in XYZ format:
```
112
Properties=species:S:1:pos:R:3:forces:R:3
C 1.920 2.820 -2.626 -0.85 -0.25 -0.42
C 1.386 1.470 -2.119 0.59 0.39 -0.10
I 1.795 0.118 -3.754 -0.06 -0.03 0.04
C 1.945 0.892 -0.789 -0.13 0.49 -0.56
I 3.873 1.749 -0.284 -0.06 -0.12 0.04
C 1.004 0.730 0.408 0.80 -1.36 0.02
C -0.145 -0.272 0.141 -0.07 1.32 0.30
C 0.290 -1.707 -0.133 0.31 -0.09 -0.59
C 0.004 -2.296 -1.542 -0.24 -0.22 0.58
C -1.258 -1.856 -2.297 0.25 -0.32 -0.54
C -2.204 -3.005 -2.724 -0.29 0.70 -0.13
C -3.498 -3.052 -1.906 -0.11 -0.50 -0.15
C -4.744 -3.519 -2.693 -0.05 0.08 1.05
C -5.970 -2.693 -2.303 -0.21 0.16 -0.39
S -6.594 -3.298 -0.716 0.27 -0.31 0.33
C -7.647 -1.993 -0.319 -0.31 0.57 -0.45
N -8.056 -1.040 -1.092 0.42 -0.36 -0.30
N -8.853 -0.228 -0.316 -0.24 0.31 0.29
C -8.873 -0.748 0.853 -0.18 0.39 -0.38
O -8.134 -1.876 0.933 0.17 -0.38 0.49
C -1.061 0.016 1.365 -0.03 -0.91 -0.32
P -0.637 -0.620 3.102 0.26 0.77 0.31
P 0.970 -2.036 3.094 0.94 -0.74 -0.16
O 2.153 -1.602 2.330 -0.22 0.42 -0.24
O 1.294 -2.132 4.655 -0.49 -0.02 0.00
O 0.473 -3.512 2.682 0.04 0.21 0.25
P -2.735 -0.785 0.857 -0.71 0.32 -1.06
O -2.578 -2.333 1.316 0.34 0.10 0.16
O -3.806 -0.174 1.929 0.35 -0.19 0.34
C -1.061 1.580 1.405 -0.48 -0.96 1.75
N -1.399 1.911 2.801 -0.20 0.51 -0.92
C -2.488 2.341 3.121 0.03 0.23 0.03
S -3.843 2.942 3.540 -0.29 0.04 0.35
B -2.090 2.346 0.396 0.02 0.22 -0.70
O -2.688 1.725 -0.683 0.65 0.43 0.09
O -2.315 3.662 0.618 0.61 -0.16 0.08
N 0.427 1.956 1.151 0.68 -0.43 -0.24
C 0.617 3.209 0.389 -0.34 0.86 -0.27
C 1.272 2.102 2.402 0.23 0.12 0.70
C 1.273 3.457 3.133 0.12 0.20 -0.01
O 0.071 4.186 3.203 0.10 0.02 -0.11
H 1.240 3.146 -3.413 0.04 0.12 -0.06
H 1.910 3.605 -1.879 0.29 0.03 0.13
H 2.883 2.720 -3.110 0.27 0.13 0.31
H 0.300 1.535 -2.085 -0.09 -0.24 0.12
H 2.263 -0.121 -1.007 -0.07 -0.14 0.27
H 1.610 0.179 1.129 0.09 0.37 0.30
H -0.664 0.139 -0.729 -0.37 -0.31 -0.01
H -0.119 -2.393 0.596 -0.23 0.10 0.19
H 1.365 -1.766 0.016 0.11 -0.10 0.17
H 0.900 -2.173 -2.144 -0.09 0.16 -0.20
H -0.080 -3.373 -1.390 0.11 -0.07 0.05
H -1.854 -1.121 -1.760 0.03 0.04 0.17
H -0.935 -1.365 -3.217 0.05 0.17 0.03
H -1.684 -3.961 -2.723 0.02 -0.09 0.02
H -2.492 -2.809 -3.758 0.05 -0.09 -0.10
H -3.727 -2.071 -1.494 0.16 0.15 -0.04
H -3.365 -3.719 -1.054 0.02 0.12 0.19
H -4.604 -3.462 -3.768 0.05 -0.07 -0.09
H -4.952 -4.544 -2.384 0.03 -0.25 -0.59
H -6.768 -2.763 -3.037 -0.05 -0.10 -0.02
H -5.732 -1.636 -2.195 0.04 0.05 0.02
H -9.397 -0.366 1.708 0.02 -0.22 0.20
H -1.749 -1.413 3.437 0.11 -0.19 -0.09
H 1.869 -2.886 4.847 0.03 0.04 0.18
H 1.240 -4.111 2.694 -0.12 -0.20 -0.18
H -1.834 -2.556 1.896 -0.14 -0.15 0.08
H -3.889 -0.713 2.730 -0.13 0.16 0.09
H -2.103 1.674 -1.448 -0.29 -0.40 -0.19
H -2.528 4.100 -0.216 -0.64 0.11 0.19
H 0.029 4.010 0.824 -0.05 -0.13 0.25
H 1.659 3.506 0.418 0.15 -0.24 -0.01
H 0.328 3.106 -0.649 -0.18 -0.25 -0.02
H 2.301 1.961 2.078 -0.01 -0.02 -0.23
H 1.092 1.277 3.083 -0.51 -0.06 -0.11
H 2.008 4.110 2.665 -0.06 0.07 -0.16
H 1.666 3.260 4.132 0.06 -0.15 0.03
H -0.406 3.919 3.991 -0.14 0.00 0.02
C 1.498 6.585 -5.800 -0.10 -0.03 -0.04
C 1.473 6.950 -4.320 0.17 -0.05 -0.22
C 1.975 8.369 -4.022 -0.12 0.05 0.18
O 3.377 8.516 -4.071 0.00 -0.01 -0.10
C 3.926 8.726 -5.361 0.12 0.00 0.09
N 2.222 5.935 -3.567 -0.08 0.09 0.18
H 2.509 6.379 -6.151 0.03 0.04 0.03
H 0.907 5.686 -5.975 0.02 -0.02 0.02
H 1.079 7.386 -6.410 0.02 0.01 0.00
H 0.430 6.909 -3.991 0.00 0.05 0.06
H 1.694 8.618 -2.994 0.05 0.00 0.01
H 1.487 9.105 -4.674 0.00 -0.05 -0.07
H 3.257 9.321 -5.988 -0.03 -0.02 -0.02
H 4.153 7.782 -5.861 -0.06 0.02 -0.08
H 4.860 9.272 -5.232 -0.01 0.02 0.03
H 2.127 6.134 -2.574 -0.02 0.01 0.00
H 3.210 6.089 -3.751 0.01 -0.05 -0.07
C 4.437 -8.371 4.748 0.08 -0.09 -0.02
C 3.465 -7.993 3.636 0.04 0.10 0.30
C 3.869 -6.727 2.869 -0.13 -0.13 -0.25
O 3.618 -5.508 3.553 -0.05 0.12 0.03
C 4.616 -5.124 4.487 -0.16 0.13 0.05
N 2.115 -7.902 4.200 -0.01 0.20 -0.25
H 4.330 -7.727 5.621 -0.02 0.04 -0.02
H 4.248 -9.391 5.078 -0.05 0.01 0.01
H 5.472 -8.315 4.405 0.00 0.02 0.01
H 3.464 -8.810 2.909 0.00 0.04 -0.07
H 3.265 -6.676 1.959 -0.03 0.05 0.02
H 4.918 -6.772 2.554 0.03 -0.01 0.08
H 5.612 -5.415 4.149 0.01 -0.03 0.01
H 4.425 -5.548 5.474 0.10 -0.07 -0.01
H 4.583 -4.037 4.575 0.02 0.01 -0.06
H 1.443 -7.755 3.452 -0.03 -0.16 0.01
H 2.065 -7.053 4.756 0.02 -0.08 0.13
```
Positions in Å, forces in eV/Å.

# 2
This record from the Open Molecules 2025 dataset describes a structure of composition C25H31IMnO3PSSb at a distorted geometry. The level of theory is ωB97M-V with the def2-TZVPD basis set.

Results
Multiplicity: 6
HOMO level (alpha / beta) in eV: -6.52 / -8.17
Frontier orbital gap (alpha / beta) in eV: 5.548 / 7.537
Energy relative to the best compared isomer or geometry (same formula, charge and spin) in kcal per mole: 49.4
Charge: 0

The geometry in XYZ format:
```
64
Properties=species:S:1:pos:R:3:forces:R:3
Mn -0.730 -2.427 1.589 0.24 -1.25 -4.37
O -2.099 -1.919 4.928 0.14 0.07 -0.15
S -1.292 -1.579 3.801 -0.66 1.52 3.07
O -0.263 -2.569 3.429 0.51 -0.65 1.27
O -2.043 -1.245 2.571 -0.49 0.27 0.08
C -0.276 -0.168 4.227 -0.19 -0.41 -0.19
C -0.336 0.326 5.516 -0.20 -0.01 0.20
C 0.508 1.355 5.897 0.01 -0.06 -0.23
C 1.422 1.856 4.980 0.01 0.05 0.11
C 1.496 1.335 3.701 -0.20 -0.23 -0.04
C 0.644 0.304 3.302 0.12 0.10 -0.06
P 0.647 -0.341 1.574 1.19 0.97 0.19
C 0.369 1.262 0.752 -0.16 -0.16 -0.26
C -0.499 2.200 1.302 -0.01 -0.12 0.02
C -0.664 3.431 0.693 -0.08 0.09 -0.03
C 0.026 3.730 -0.470 0.02 0.03 -0.05
C 0.862 2.784 -1.044 0.02 0.04 -0.07
C 1.022 1.547 -0.446 0.03 0.02 0.17
C 2.421 -0.659 1.234 -0.35 -0.26 -0.12
C 3.425 0.303 1.185 0.00 -0.01 0.00
C 4.733 -0.074 0.943 0.03 0.13 0.04
C 5.052 -1.403 0.721 -0.07 -0.17 -0.03
C 4.051 -2.362 0.718 0.12 -0.03 0.01
C 2.744 -1.991 0.975 -0.48 -0.02 0.04
H -1.043 -0.127 6.195 -0.05 0.09 0.12
H 0.455 1.764 6.894 0.00 0.00 0.10
H 2.085 2.662 5.262 0.05 0.04 0.04
H 2.213 1.738 3.003 0.01 0.06 0.01
H -1.032 1.979 2.218 0.00 0.01 0.01
H -1.325 4.161 1.137 -0.05 0.05 0.01
H -0.081 4.704 -0.925 -0.03 0.06 -0.06
H 1.398 3.010 -1.954 0.02 0.03 -0.08
H 1.687 0.809 -0.875 0.00 0.04 -0.09
H 3.191 1.351 1.296 0.00 0.08 0.03
H 5.509 0.676 0.921 0.07 0.09 -0.02
H 6.077 -1.686 0.532 0.07 -0.03 -0.02
H 4.284 -3.395 0.514 0.03 -0.12 -0.01
H 1.936 -2.730 0.953 0.41 0.06 0.03
C 0.659 0.711 -4.257 0.00 -0.03 0.05
C -0.737 1.038 -3.812 -0.02 -0.40 0.57
Sb -1.258 -0.629 -2.033 -0.79 -0.03 -0.58
C -3.253 0.104 -1.490 0.57 -0.13 -0.06
C -4.033 0.672 -2.660 0.06 -0.01 0.07
C -1.963 -2.196 -3.427 0.15 0.39 0.30
C -2.148 -1.831 -4.888 -0.03 0.01 0.08
H 1.010 1.421 -5.009 0.09 0.02 -0.07
H 0.697 -0.287 -4.691 0.15 -0.08 -0.07
H 1.347 0.736 -3.413 0.16 -0.01 -0.02
H -1.470 0.928 -4.599 -0.31 -0.12 -0.01
H -0.813 2.009 -3.335 -0.14 0.06 0.20
H -3.125 0.857 -0.715 0.06 0.01 0.13
H -3.779 -0.744 -1.051 0.08 -0.06 0.09
H -3.472 1.462 -3.153 -0.03 0.12 -0.13
H -4.982 1.086 -2.321 -0.10 0.05 -0.04
H -4.250 -0.103 -3.391 -0.05 -0.04 -0.16
H -2.912 -2.540 -3.011 0.06 -0.06 0.14
H -1.245 -3.013 -3.341 -0.04 -0.01 0.13
H -2.903 -1.058 -5.012 -0.03 0.10 -0.09
H -2.477 -2.711 -5.441 0.00 0.01 -0.13
H -1.221 -1.478 -5.334 0.06 0.04 -0.11
I -0.301 -4.936 1.167 0.01 -0.31 -0.08
C -1.183 -2.343 -0.466 -0.04 0.08 0.00
H -2.214 -2.751 -0.505 0.26 0.01 -0.20
H -0.548 -3.016 -1.062 -0.20 0.05 0.31
```
Positions in Å, forces in eV/Å.

# 3
This record from the Open Molecules 2025 dataset describes a structure of composition C5H4Br3N3 at a distorted geometry. The level of theory is ωB97M-V with the def2-TZVPD basis set.

Results
Multiplicity: 3
HOMO level (alpha / beta) in eV: -6.93 / -9.63
Frontier orbital gap (alpha / beta) in eV: 6.931 / 5.749
Charge: 0

The geometry in XYZ format:
```
15
Properties=species:S:1:pos:R:3:forces:R:3
C -2.352 0.715 0.871 -2.11 3.52 1.51
C -0.451 -0.453 0.646 -0.82 -0.21 -0.51
C -0.914 1.275 -0.552 -1.07 3.21 -1.17
C 3.101 2.373 -1.297 -3.30 1.66 2.02
C 1.856 2.790 -1.047 -0.28 -1.10 -1.37
N -1.629 -0.299 1.235 0.44 -1.40 0.79
N -1.984 1.748 0.032 -0.05 -2.92 0.89
N -0.115 0.309 -0.389 1.57 -2.42 1.06
Br 2.807 -0.931 1.166 0.22 0.09 -0.05
Br 1.220 3.677 0.468 0.22 0.07 -0.05
Br 0.428 2.283 -2.328 2.05 1.72 -0.87
H -3.285 0.979 1.482 1.06 -1.00 -1.10
H 0.217 -1.256 0.926 -0.20 0.01 0.29
H 3.823 2.486 -0.574 1.65 0.57 1.46
H 3.286 1.770 -2.077 0.62 -1.81 -2.90
```
Positions in Å, forces in eV/Å.

# 4
This record from the Open Molecules 2025 dataset describes a structure of composition C4H7NO2. The level of theory is ωB97M-V with the def2-TZVPD basis set.

Results
HOMO level in eV: -9.52
Frontier orbital gap in eV: 10.395
Energy relative to the best compared isomer or geometry (same formula, charge and spin) in kcal per mole: 130.6
Charge: 0

The geometry in XYZ format:
```
14
Properties=species:S:1:pos:R:3:forces:R:3
O 0.224 -1.546 2.111 0.26 0.04 0.32
N -0.400 -1.551 0.851 -0.03 0.40 -0.67
C -0.091 -0.687 -0.018 -0.08 -0.31 0.31
C -0.664 -0.217 -1.326 -0.10 -0.08 -0.09
C -0.054 1.172 -0.968 0.01 0.23 -0.08
C 0.788 0.525 0.168 0.08 -0.09 -0.21
O 0.699 1.137 1.418 0.03 -0.10 0.16
H -0.812 -2.186 1.677 -0.15 -0.17 0.01
H -1.749 -0.280 -1.434 0.16 0.00 0.03
H -0.188 -0.688 -2.191 -0.05 0.05 0.14
H -0.793 1.846 -0.531 0.09 -0.10 -0.07
H 0.500 1.683 -1.758 -0.08 -0.08 0.13
H 1.828 0.342 -0.144 -0.14 0.02 0.05
H 0.679 0.405 2.064 0.00 0.18 -0.02
```
Positions in Å, forces in eV/Å.